Record 1
Computed, not measured: a cluster of 5 separate species, C25H45F5N3O9S in total in a non-equilibrium geometry, with ωB97M-V/def2-TZVPD.

XYZ file:
```
88
Properties=species:S:1:pos:R:3:forces:R:3
C -5.5910 -0.3099 2.5158 1.06 0.45 -0.90
C -4.4140 -0.6103 1.4249 -2.22 0.75 -0.64
C -5.2040 -1.1236 0.0896 0.24 0.69 0.01
C -3.7862 0.8174 1.0395 1.90 -0.80 -0.25
C -2.2992 1.0607 1.6756 -1.96 -0.05 1.07
N -1.5185 1.9882 0.8056 0.47 -1.26 -0.50
N -1.0181 3.0302 1.5920 0.32 1.31 0.92
C -0.4741 1.2918 0.0067 0.14 -1.21 0.75
C 0.8539 1.0441 0.8763 0.78 0.07 -0.08
C 1.8101 -0.1276 0.3699 1.30 -3.64 2.25
O 2.0006 -1.1060 1.1751 -1.04 3.60 -2.60
N 2.5303 -0.1729 -0.9018 -0.16 0.44 2.14
C 3.1791 -1.5024 -1.1300 -0.11 -0.27 -0.53
C 3.5483 0.9165 -1.0376 0.47 0.45 -1.60
C -1.0785 -0.0490 -0.6778 -2.33 -6.73 -1.22
O -1.6604 -0.0324 -1.8289 1.98 2.22 3.22
O -1.0548 -1.2926 -0.0329 0.90 6.45 -1.20
S 0.0627 2.3786 -1.4538 5.40 -0.27 -2.90
O 0.7197 1.5848 -2.5610 -2.58 1.53 2.66
O 1.0454 3.4557 -1.0487 -3.11 -1.67 0.31
C -1.4005 3.2559 -2.2643 -2.00 1.20 0.46
F -2.6639 2.7626 -1.8525 2.91 1.42 -1.03
F -1.2871 4.6390 -1.9088 -0.54 -2.89 -0.78
C -1.3626 3.1912 -3.8689 -0.77 0.31 -1.86
F -0.1422 3.6820 -4.4324 -3.22 -1.66 1.53
F -1.7372 1.9314 -4.3624 1.48 3.46 1.20
F -2.3781 4.1124 -4.3279 2.17 -2.20 1.27
H -6.0947 -1.2551 2.9055 0.73 1.48 -0.40
H -5.1070 0.3363 3.3284 -0.94 -1.11 -0.71
H -6.3400 0.3760 1.9559 0.98 -1.23 1.03
H -3.6605 -1.3903 1.7788 -0.90 1.26 -0.50
H -6.1235 -1.7566 0.3354 1.38 0.60 -0.23
H -5.6037 -0.1755 -0.4454 0.59 -1.53 0.83
H -4.5101 -1.6528 -0.6483 -0.93 0.67 1.09
H -4.4201 1.7063 1.3794 0.60 -1.36 -0.63
H -3.6331 0.8322 -0.0981 -0.29 0.16 1.67
H -2.5056 1.6016 2.6811 0.63 -0.65 -1.66
H -1.7695 0.0867 1.9514 -0.58 1.19 -0.89
H -0.6392 2.7165 2.4975 0.24 0.11 -0.76
H -0.3815 3.6561 1.0830 -0.36 -0.58 0.27
H 0.4992 0.7625 1.9415 0.59 0.07 -1.95
H 1.4964 1.9972 1.0231 -1.20 -1.38 -0.58
H 4.0728 -1.6473 -0.4216 -1.40 -0.08 -0.95
H 3.5618 -1.5201 -2.2172 -0.55 0.19 1.62
H 2.3831 -2.3158 -1.0444 1.26 1.11 0.13
H 3.5386 1.6927 -0.2015 -0.02 -1.18 -1.08
H 3.3893 1.4577 -2.0481 0.15 -0.66 1.70
H 4.5753 0.3968 -1.1328 -1.43 1.03 0.56
C -9.4577 -3.4470 4.4306 0.32 -0.22 -0.03
C -8.9246 -2.0414 4.5226 0.88 0.16 -0.01
O -7.7294 -1.8175 4.5195 -0.76 -0.17 0.12
C -9.9293 -0.9236 4.6182 0.22 0.32 0.02
H -8.6220 -4.1473 4.3673 -0.10 0.13 0.00
H -10.0441 -3.6812 5.3219 -0.16 0.02 -0.14
H -10.0724 -3.5535 3.5342 -0.15 -0.01 0.15
H -10.5367 -1.0457 5.5179 -0.15 -0.05 -0.15
H -10.5650 -0.9182 3.7302 -0.14 -0.07 0.14
H -9.4030 0.0315 4.6780 -0.04 -0.16 -0.02
C 6.6633 -2.9031 3.0686 0.11 0.38 0.12
C 6.1750 -3.1741 1.6719 0.01 0.47 -0.43
O 6.2519 -2.3279 0.7987 0.14 -0.41 0.36
C 5.5878 -4.5317 1.3948 -0.10 0.00 -0.40
H 7.0604 -1.8864 3.1224 -0.12 -0.08 -0.05
H 5.8358 -2.9934 3.7760 0.06 -0.12 0.01
H 7.4602 -3.6041 3.3246 -0.31 0.00 0.05
H 4.7126 -4.6941 2.0275 0.12 -0.10 0.07
H 6.3372 -5.3046 1.5788 -0.09 0.02 0.22
H 5.2781 -4.5854 0.3485 0.01 0.07 0.14
C 10.7992 -5.9625 1.5817 -0.17 -0.30 0.28
C 9.7400 -4.8989 1.7001 -0.53 0.00 0.37
O 8.7810 -5.0404 2.4376 0.68 -0.17 -0.43
C 9.9117 -3.6535 0.8717 -0.37 0.17 0.18
H 10.5450 -6.8007 2.2343 0.01 0.13 -0.08
H 10.8502 -6.3231 0.5522 0.18 0.12 0.01
H 11.7664 -5.5596 1.8900 0.03 -0.01 -0.22
H 9.9233 -3.9117 -0.1894 0.19 0.06 0.03
H 10.8397 -3.1482 1.1484 0.07 -0.09 -0.19
H 9.0751 -2.9759 1.0576 0.10 -0.09 -0.07
C -1.7808 5.2323 -6.9735 -0.20 -0.01 -0.43
C -2.0685 6.4923 -7.7441 -0.35 -0.28 -0.68
O -2.6800 6.4664 -8.7979 0.28 0.13 0.49
C -1.5708 7.7890 -7.1615 -0.14 0.30 -0.28
H -2.1971 4.3769 -7.5103 0.05 0.13 0.06
H -0.7016 5.0938 -6.8772 -0.05 0.05 0.26
H -2.2440 5.2861 -5.9897 0.28 0.09 -0.10
H -0.4825 7.7634 -7.0734 -0.06 -0.03 0.22
H -2.0257 7.9555 -6.1827 0.22 -0.06 0.07
H -1.8495 8.6133 -7.8221 0.02 -0.13 0.07
```
Positions in Å, forces in eV/Å.

## Properties
LUMO energy, eV: 1.9
Energy, Eh: -2718.35705
Orbital gap, eV: 6.9
Net charge: -1

=====

Record 2
Computed, not measured: a cluster of 2 separate species, C25H45FN3O6 in total in a non-equilibrium geometry, with ωB97M-V/def2-TZVPD.

XYZ file:
```
80
Properties=species:S:1:pos:R:3:forces:R:3
C 1.1629 1.6181 -0.0736 0.07 0.24 -0.14
C 0.6672 0.4298 -0.3295 0.01 -0.03 0.13
N -0.6177 -0.0741 0.2348 0.58 0.35 -0.69
C -0.4260 -0.3327 1.7183 -0.33 0.07 0.34
C 0.9788 -0.6689 2.2140 0.01 0.12 0.23
C 0.9238 -1.4222 3.5629 0.13 -0.34 -0.13
O 1.8985 -2.4604 3.5922 0.03 0.14 0.02
C -1.7182 0.9178 -0.1265 -0.88 -0.13 0.08
C -3.0764 0.6784 0.5736 0.18 -0.20 0.20
C -3.0880 0.9510 2.0592 -0.08 -0.07 0.01
O -2.7954 1.9671 2.5814 0.03 -0.08 0.06
F -3.4854 -0.1269 2.7809 0.10 0.28 -0.22
C -1.9069 0.7131 -1.6487 -0.58 0.06 -0.10
C -1.4467 1.9532 -2.4471 0.11 -0.04 -0.06
C -1.0557 1.7571 -3.9130 -0.05 0.36 0.08
C -0.5651 3.0687 -4.5680 -0.12 0.02 -0.22
C 0.5350 3.7207 -3.7700 0.11 0.01 -0.55
O 0.3506 4.3792 -2.7919 -0.06 0.14 0.74
O 1.7759 3.4686 -4.2597 -0.14 -0.71 -0.15
C 2.6649 2.7611 -3.3620 0.04 0.58 0.08
C 3.6116 3.7089 -2.6529 -0.10 -0.03 0.18
C -1.3114 -0.6841 -1.9815 0.47 0.56 -0.02
N -2.2122 -1.6008 -2.6810 0.30 0.23 -0.32
C -3.0422 -1.0303 -3.7656 -0.15 -0.31 0.07
C -1.5781 -2.7719 -3.2621 0.16 0.36 0.12
C -0.2038 -2.6715 -3.8850 0.20 -0.13 0.31
O -2.2059 -3.7843 -3.3083 -0.32 -0.47 -0.13
C -1.0267 -1.2748 -0.5879 -0.88 -0.58 0.16
C -0.2090 -2.5513 -0.3797 0.31 -0.02 0.08
C -0.9054 -3.5888 0.5035 -0.14 -0.22 -0.09
N -1.9222 -4.3519 -0.2259 -0.21 0.54 0.05
H 2.1829 1.8153 -0.3758 -0.11 0.16 -0.22
H 0.6204 2.4326 0.3897 0.11 -0.15 0.36
H 1.1875 -0.2880 -0.9467 0.09 -0.21 0.32
H -1.1306 -1.1130 2.0026 -0.05 -0.03 -0.20
H -0.7450 0.5781 2.2184 0.03 0.09 -0.01
H 1.5278 0.2589 2.3727 0.07 -0.04 -0.17
H 1.5675 -1.2676 1.5218 -0.11 -0.05 -0.01
H 1.1623 -0.7486 4.3830 -0.12 -0.04 0.04
H -0.0677 -1.8546 3.7366 -0.04 0.15 0.04
H 1.4861 -3.2920 3.3470 0.00 -0.04 0.00
H -1.4264 1.9321 0.1393 0.38 -0.13 -0.04
H -3.7457 1.4287 0.1452 0.05 0.00 -0.02
H -3.5095 -0.2945 0.3488 0.06 -0.02 0.04
H -2.9851 0.6420 -1.7927 0.05 -0.14 -0.02
H -2.2790 2.6640 -2.4417 0.08 0.05 0.13
H -0.6391 2.4527 -1.9130 0.02 -0.10 -0.06
H -0.2893 0.9895 -4.0496 -0.08 -0.06 0.06
H -1.9501 1.4750 -4.4683 0.15 -0.26 -0.11
H -1.4101 3.7530 -4.6586 0.09 0.08 0.12
H -0.1910 2.8472 -5.5662 -0.06 0.02 -0.01
H 3.1932 2.0468 -3.9914 0.00 0.01 0.02
H 2.0448 2.2262 -2.6357 0.10 -0.13 -0.09
H 4.4639 3.1619 -2.2446 0.01 0.03 -0.04
H 3.9705 4.4722 -3.3417 0.08 -0.10 -0.04
H 3.1018 4.2165 -1.8325 0.01 0.04 -0.07
H -0.3923 -0.4900 -2.5446 0.07 -0.23 0.05
H -3.7093 -0.2603 -3.3893 0.07 0.07 -0.05
H -3.6652 -1.8359 -4.1500 -0.02 0.03 0.06
H -2.4388 -0.6515 -4.5961 -0.04 0.14 0.04
H 0.5161 -2.1497 -3.2562 -0.01 0.08 -0.11
H 0.1594 -3.6863 -4.0310 -0.05 0.03 -0.16
H -0.2572 -2.1586 -4.8474 -0.06 0.02 0.02
H -2.0299 -1.5355 -0.2385 0.05 0.12 0.14
H 0.0070 -3.0326 -1.3354 0.04 0.07 0.05
H 0.7547 -2.3363 0.0818 0.06 0.09 -0.23
H -1.3328 -3.1044 1.3904 0.12 0.04 0.03
H -0.1407 -4.2883 0.8518 -0.01 0.05 0.08
H -2.2854 -3.8358 -1.0233 0.09 -0.13 -0.03
H -2.7297 -4.5152 0.3639 0.10 -0.25 0.03
C 3.3791 -1.2089 7.5887 -0.10 -0.05 -0.11
C 2.7070 0.0896 7.2233 0.03 -0.04 0.05
O 1.8290 0.1356 6.3895 -0.01 0.05 -0.07
C 3.1770 1.3264 7.9447 -0.11 0.06 -0.09
H 2.9563 -2.0209 7.0021 0.00 0.00 0.00
H 4.4511 -1.1414 7.3961 0.02 0.01 0.07
H 3.2404 -1.4148 8.6513 0.06 0.03 0.02
H 4.2419 1.4819 7.7639 0.02 -0.03 0.06
H 3.0323 1.2088 9.0197 0.07 -0.02 0.01
H 2.6188 2.1919 7.5970 0.00 0.00 0.00
```
Positions in Å, forces in eV/Å.

## Properties
LUMO energy, eV: -2.5
Energy, Eh: -1694.87827
Orbital gap, eV: 9.0
Net charge: +1